C3H5N3OS in the gas phase, computed with ωB97M-V/def2-TZVPD.

Values from the calculation:
M	131.16	g/mol
DFT total energy	-754.843370	hartree

Each line ends with the Löwdin charge.
Geometry (Å):
1 C 1.6440 -0.9446 -0.5641  -0.375
2 C -0.7753 -1.7081 -1.9457  -0.133
3 C -0.3686 1.7729 0.8459  -0.409
4 N 1.6240 -1.6547 -1.6707  0.000
5 N 0.4034 -1.9316 -2.2750  0.050
6 N 0.6133 -0.4476 0.0816  -0.448
7 O -1.7864 -1.3788 -1.4752  0.247
8 S 0.7297 0.4364 1.4137  0.729
9 H 2.6082 -0.7220 -0.2649  0.079
10 H 0.3188 2.4596 0.2881  0.026
11 H -0.8337 2.3777 1.7990  0.087
12 H -1.1388 1.2566 0.3215  -0.012
13 H 0.7444 -2.0610 -3.1853  0.157